(1)
The following is a DFT calculation (ωB97M-V with the def2-TZVPD basis set) of one molecule with the formula C13H13NO at a distorted geometry.

Positions of all 28 atoms, in Å:
N 0.39051 2.06563 0.12488
H 3.53209 -0.50814 -0.90237
C 1.06916 -0.24993 0.05678
H 3.84616 1.49168 1.27691
C -3.35629 -0.99449 0.52998
O 1.70801 2.07169 -0.04288
C -4.23414 -0.07738 -0.00308
C -2.41134 1.39014 -0.29633
C 3.44422 0.62197 0.90855
C -1.99640 -0.77674 0.50333
H -5.32270 -0.22500 -0.11378
H 1.61577 -1.46141 -1.80750
H 3.93663 -0.21727 1.56305
C -1.54472 0.48648 0.23102
C -3.69382 1.14642 -0.47742
H -1.17793 -1.54394 0.88627
H -0.05420 -1.61590 -1.45144
H -4.32603 1.85303 -0.98016
C 0.89230 -1.33986 -0.95311
C 2.23238 0.65410 0.05873
C 3.48828 0.51280 -0.56507
H 2.21171 -2.03208 0.54819
H -2.04050 2.38795 -0.63976
C 1.20400 -1.69531 0.44360
H 3.93513 1.32426 -1.11746
H -3.59012 -1.93784 0.91052
H 0.37481 -2.22291 1.06274
C -0.13296 0.89206 0.24582

The total energy comes out at -632.975616 hartree. The SMILES is c1ccc(C2=NO[C@]3(CC3)[C@@]23CC3)cc1. The charge is 0.

=====

(2)
The following is a DFT calculation (ωB97M-V with the def2-TZVPD basis set) of a 2-piece molecular cluster, C3H12N3P2 overall at a distorted geometry.

Positions of all 20 atoms, in Å:
H 0.79676 -2.36193 2.17385
N 1.03707 -1.94647 1.31466
N 0.59161 -0.20507 -0.27838
H 3.10944 0.20677 -2.41986
H 1.26339 1.48682 -1.60270
C 0.70296 -1.05513 0.62104
H -3.54520 1.16384 2.94678
H -3.63189 0.58301 0.82420
C 1.61893 0.50653 -1.06865
P -1.07561 0.09914 -0.80695
H -2.17987 1.89534 1.18162
H 2.92021 -1.17819 -1.61020
H 2.24941 0.89574 -0.14636
P -2.78901 0.84443 1.84629
N -1.69449 -0.28185 2.18407
H -0.83848 -0.57698 -2.19466
H -1.80010 -0.63216 3.12333
C 2.33492 -0.35272 -2.06848
H -0.74914 1.40252 -1.13443
H 1.67908 -0.49364 -2.88517

The total energy comes out at -968.073895 hartree. The charge is +1.

=====

(3)
The following is a DFT calculation (ωB97M-V with the def2-TZVPD basis set) of one molecule with the formula C7H9NO2S at a distorted geometry.

Positions of all 20 atoms, in Å:
C -0.02385 0.35560 0.82931
C 2.82389 0.16669 -0.78060
C -1.35872 -0.13899 0.64692
C -2.58313 1.79280 1.21557
C -2.19430 -2.36108 -0.34714
H -2.81034 1.69715 2.26013
H 0.32396 -2.86594 1.03571
C 0.20319 -2.00540 0.33891
H 3.90068 0.60231 -0.71065
H -3.34645 2.35417 0.70057
H 2.08353 0.94032 -0.89725
H -2.12051 -3.52788 -0.29462
S 2.47496 -0.56900 0.82343
N 0.83011 -0.80123 0.72321
H 2.69471 -0.63522 -1.51794
H 0.42343 -2.29851 -0.73229
O 0.48021 1.47003 0.96027
H -1.73179 2.30551 0.95139
O -2.56424 0.55062 0.55939
C -1.27625 -1.53149 0.20415

The total energy comes out at -875.364238 hartree. The charge is 0.

=====

(4)
The following is a DFT calculation (ωB97M-V with the def2-TZVPD basis set) of a 3-piece molecular cluster, C5H10NO5P overall at a distorted geometry.

Positions of all 22 atoms, in Å:
O -1.04212 0.62937 1.49069
H 0.21994 -2.22296 -0.19774
N 0.48670 3.12360 3.16485
H 0.15333 2.67529 2.32790
P -0.90821 0.56197 -0.01916
O -1.01865 -1.20587 -2.83774
H 2.33930 -0.87523 -1.82084
C 1.37725 -0.40635 -1.60469
H 0.53813 -0.93283 -2.16514
C 0.79093 -1.68500 0.51212
C -2.07546 -0.37212 -0.87899
H -0.24649 3.10643 3.95854
C -2.12860 -0.90979 -2.29725
H 0.24204 -1.38550 1.30703
H -2.42262 -1.10660 -0.23884
C 1.35320 -0.44547 -0.14448
H 1.47633 0.55629 -2.01455
O 1.93965 0.39294 0.50516
H 1.12894 2.39136 3.43246
H 1.58693 -2.46448 0.84570
O -0.52801 1.80765 -0.64285
O -3.26252 -1.23270 -2.68216

The total energy comes out at -968.820281 hartree. The charge is -2.

=====

(5)
The following is a DFT calculation (ωB97M-V with the def2-TZVPD basis set) of one molecule with the formula C4H3BrO at a distorted geometry.

Positions of all 9 atoms, in Å:
H -0.07214 1.09697 -1.69478
H 0.93571 -0.44305 -1.44507
H 1.62466 1.04747 0.80605
C -0.89202 -0.40483 -0.25206
C 0.29265 0.29903 -0.98980
C 0.86772 0.46387 0.44795
O -2.01331 -0.71908 -0.56284
Br -0.65520 -0.99414 2.64165
C -0.08807 -0.34624 1.04890

The total energy comes out at -2803.399804 hartree. The SMILES is O=C1CC=C1Br. The charge is 0.

=====

(6)
The following is a DFT calculation (ωB97M-V with the def2-TZVPD basis set) of C22H27CoN6OS as an isolated structure.

Positions of all 58 atoms, in Å:
S -0.74771 -0.49000 -1.01859
H -1.54632 -8.09369 0.52349
C -1.75484 -0.66339 4.52373
H -2.29778 0.01540 2.55788
N 1.36292 1.38496 -0.73558
H -0.84855 -1.34159 6.35333
H 1.99821 5.86398 2.71068
H 2.77438 -2.16103 -4.12195
C -1.91391 -7.22249 -0.00026
C -1.49910 -0.29805 3.21914
H 2.66391 0.26647 3.21178
H -3.29289 -4.13630 -1.94187
C 1.56992 3.12589 0.78224
C 0.56683 -0.11990 -2.15369
H -1.76613 -2.80828 -0.63257
H 3.47065 -0.85867 -5.09058
H -4.11243 -6.39997 -2.49505
N -1.51278 -3.62696 -0.08611
H 3.68711 3.55766 -1.09801
H 1.43960 -1.36852 5.37957
C -1.44873 -5.98259 0.32052
C 1.64226 4.89281 2.39427
H 1.53783 0.61820 -4.51069
N -0.26292 -0.29935 2.69679
C 2.72577 3.27441 -1.53005
C 2.14451 -0.63075 2.86169
O 2.01314 -0.60694 1.43726
C 2.84012 -1.07821 -4.22935
H 2.89570 2.65485 -2.40394
C -2.87603 -7.37456 -1.01782
C -3.37282 -6.26016 -1.71929
C 0.78065 4.16209 3.19462
H 2.71671 -1.50525 3.17365
C -0.68737 -1.05088 5.32391
N 0.73215 2.41588 1.56747
H 2.22016 4.19165 -1.83922
C 1.46286 -0.46632 -4.42497
C 0.76359 -0.67743 3.46634
C 2.04080 4.36895 1.17372
H -0.78859 -3.47915 0.60169
Co 0.26896 0.50377 0.80395
C 1.90096 2.53159 -0.53385
H 3.31754 -0.66332 -3.34243
H -2.76556 -0.64133 4.90494
N 1.50611 0.76728 -1.94019
H -3.23848 -8.36373 -1.26289
C -1.94432 -4.84154 -0.38674
H 2.70359 4.92610 0.52820
H -0.70836 -5.84539 1.09814
H 2.87238 -0.47044 1.02003
H -0.25699 -1.33968 -3.50661
H -0.32100 2.32370 3.33374
H 0.43910 4.53577 4.14885
C -2.92307 -5.00897 -1.41877
C 0.35417 2.92734 2.73991
C 0.58717 -1.06472 4.78627
H 0.99508 -0.84328 -5.33263
N 0.54898 -0.76986 -3.32157

Its expectation value of S² is 6.04. The total energy comes out at -3038.797976 hartree. As for the multiplicity: 5. The charge is +2.

=====

(7)
The following is a DFT calculation (ωB97M-V with the def2-TZVPD basis set) of a 7-piece molecular cluster, C56H50NO25PS overall at a distorted geometry.

Positions of all 134 atoms, in Å:
H -5.77847 -0.50836 12.06772
C 3.63959 -7.81050 2.66181
C -2.83626 -4.71585 1.77698
C 3.92596 -6.61287 1.81463
H 1.26428 0.71780 -0.29325
P 3.07360 4.98209 -4.24816
H -2.73239 -4.00792 10.00648
C 4.28223 1.68283 -7.74949
C -2.46995 -6.40743 3.54132
H 4.14935 4.92912 -6.44448
H -1.37391 -5.75244 5.31170
H -1.32904 6.34422 -6.62429
H 1.49328 -1.69588 -1.47292
H -9.82360 1.41878 9.74946
C 4.32995 0.97300 -10.50642
H 1.30065 -0.74663 0.75187
O -2.65545 -3.95365 9.03434
H -4.56801 0.59965 -0.01419
C -6.54469 0.38674 10.23231
C 3.10648 -5.41873 2.01486
C -6.66928 -0.10954 11.60095
O 4.81933 -6.66572 0.99006
O -0.95204 -3.24242 4.65907
C 4.77661 2.27348 -1.30240
C -1.13564 -0.14263 -2.15304
C 0.81316 0.83273 -3.22071
C 2.26104 0.89965 -2.92895
C 2.27910 3.33983 -3.81794
C 2.98520 2.16815 -3.20978
C -2.14827 -3.72597 2.60402
O 1.98238 1.23914 -7.86472
C 4.28972 3.61142 -0.58765
O 6.63915 1.35865 -10.37661
H 0.30715 4.14584 -4.54726
C -2.98878 -5.97207 2.20891
C 0.83381 3.26004 -4.11559
C -1.06268 3.70624 -9.57134
C -1.76020 -5.42118 4.35783
H -2.88481 0.41287 10.44875
O -3.61597 -6.90145 1.46515
H 4.87958 3.69790 -5.36012
H 3.12345 -1.07167 -3.18071
O -5.49514 0.35018 9.61365
C -1.27834 4.23222 -7.16588
O 4.15356 2.01355 -6.45172
H 3.26301 3.80823 -1.00629
H 4.96908 3.22999 -3.27519
H 3.11196 -1.77832 -0.71739
C -8.93696 1.00625 10.21100
H -3.59545 -7.72005 1.99775
O -1.15403 1.96460 -8.01072
C -2.59606 -2.19760 7.48625
H -6.67508 1.28866 8.10038
H 4.57012 5.79657 -2.42336
H -0.67224 -1.63698 -0.60360
O 4.39053 -8.90539 2.44268
H 5.11139 1.43391 -3.28805
H 2.79660 0.24672 0.66290
H -1.23562 1.91382 -7.03765
C 1.87806 -6.59234 3.81118
C -2.12389 0.88057 -2.56614
O 4.45390 0.66792 -11.81190
H -4.07066 1.93494 -2.20017
H 0.76931 -4.55204 3.86974
C 2.14685 -5.40247 2.94527
C 2.68206 -7.79369 3.59455
C -2.80983 -0.26053 9.60723
H 2.23541 0.65842 -10.40304
S -1.66159 1.80825 -4.08019
O -1.13836 7.40499 -9.02133
H 3.28435 7.05852 -2.91278
H 3.31197 -4.56454 1.38424
C -2.68042 -2.63845 8.74421
O 1.00558 -6.53314 4.66005
H -2.50612 -2.87004 6.64454
C 0.14362 2.02070 -3.80693
O -7.61326 1.43648 8.32778
C -1.15913 3.27562 -8.30866
C 2.35178 -1.05190 -1.13763
C -1.25989 5.66302 -7.46147
H -3.20853 -4.38737 0.81601
O -2.64586 -7.55451 3.90387
O -2.72103 1.49721 8.06169
C -2.65708 -0.59392 -0.16787
O -10.12280 0.49377 12.17822
C -2.62280 -0.76503 7.19836
N 0.06295 -0.38366 -2.94029
C 1.92830 -0.11363 0.05636
H -2.79530 -1.18622 0.77295
H 4.10589 -0.08052 -2.05457
C -7.84610 -0.06376 12.23390
C 5.57853 1.35539 -9.77911
O -2.56366 -0.32226 6.06402
H 4.24631 3.36078 0.51159
C -1.60620 -4.16822 3.92349
H 2.78648 5.65841 -1.90916
H 6.37535 2.00887 -7.85637
H -2.65037 1.55139 7.08949
C -2.72215 0.17965 8.35010
C 3.03745 1.27415 -8.46992
H 6.19967 1.96405 -0.01890
C 4.51398 2.29183 -2.87077
C -3.64445 0.40153 -0.60778
O -2.90030 -2.13665 11.02488
H -8.92532 -0.36992 13.71992
C -3.34942 1.15580 -1.84410
C -2.80732 -1.69246 9.89406
H 5.00099 4.45463 -0.75841
C -1.15994 6.09266 -8.72321
H 5.40395 0.76953 -12.01468
O -1.38216 3.79613 -6.03331
O -7.98552 -0.51208 13.49441
H -0.97822 3.02558 -10.40717
H 4.18470 1.45723 -0.78987
O -0.99734 5.57232 -11.00437
C 5.46764 1.71711 -8.36691
C 3.14529 0.93545 -9.88852
C -9.06777 0.48794 11.57203
C -1.06807 5.13674 -9.86938
H 3.20179 1.90600 -6.24613
H -0.27284 -0.72445 -3.85417
C -1.43167 -0.88427 -0.92479
H 5.39048 5.46515 -5.19189
H -0.97849 -2.42051 4.12910
O 6.16110 2.01515 -0.99241
H 5.00589 -8.66078 1.72457
C 3.50658 5.97578 -2.71558
H -1.06242 7.45034 -9.99410
C -7.75969 0.96344 9.57998
H 2.46681 -8.65310 4.21464
O 1.38048 -4.31413 3.14534
O -1.99951 -2.56837 2.25661
C 4.53478 4.76108 -5.40149
C 3.05426 -0.31322 -2.34190

The total energy comes out at -4839.091903 hartree. The SMILES is CCCc1c(C[C@H](C)O)c(P(C)C)cc2c1Nc1ccccc1S2.O=C1C=C(O)C(=O)C=C1O.O=C1C=C(O)C(=O)C=C1O.O=C1C=C(O)C(=O)C=C1O.O=C1C=C(O)C(=O)C=C1O.O=C1C=C(O)C(=O)C=C1O.O=C1C=C(O)C(=O)C=C1O. The charge is 0.